# C6H14NO

A cluster of 2 separate species, C6H14NO in total (the ωB97M-V functional and the def2-TZVPD basis, OMol25).

```
22
Properties=species:S:1:pos:R:3:nbo_charge:R:1
C 1.28 2.42 0.24 -0.662
C 0.04 2.10 -0.54 0.111
C -0.46 2.67 -1.62 -0.307
N -0.61 0.85 -0.05 -0.689
H 1.88 1.51 0.30 0.208
H 1.85 3.19 -0.28 0.286
H 1.05 2.74 1.26 0.253
H -1.33 2.25 -2.12 0.221
H 0.00 3.55 -2.04 0.268
H -0.85 0.88 0.95 0.445
H 0.07 0.09 -0.13 0.414
H -1.44 0.58 -0.58 0.449
C 1.16 -1.94 1.20 -0.141
C -0.13 -2.34 0.82 0.481
O -0.84 -2.90 1.74 -0.480
C -0.72 -2.18 -0.54 -0.751
H 1.90 -1.65 0.46 0.242
H 1.46 -2.02 2.24 0.264
H -1.65 -3.33 1.40 0.544
H -0.09 -1.60 -1.22 0.254
H -0.85 -3.17 -0.98 0.324
H -1.70 -1.70 -0.52 0.266
```

The value obtained for the total energy is -366.2652 hartree. The value obtained for the energy relative to the best compared isomer or geometry (same formula, charge and spin) is 3.79 kcal/mol. Its multiplicity is 2. Its charge is +2. The HOMO energy (alpha / beta) comes out at -17.96 / -17.96 eV. Its expectation value of S² is 0.755.